C7H6N5O | ωB97M-V/def2-TZVPD

Summary:
2S+1 = 3
E_LUMO (alpha / beta) = 3.25 / 1.26 eV
Total charge = -1
Expectation value of S² = 2.0253
HOMO energy (alpha / beta) = -3.1 / -4.4 eV

```
19
Properties=species:S:1:pos:R:3:mulliken_charge:R:1
O 2.0687 0.4054 2.0216 -0.6222
N 2.6218 -0.0955 -1.2547 -0.4765
N 3.4879 0.8564 -0.9940 -0.3088
N 2.0085 -0.4239 -0.0728 0.5653
N 3.5165 1.0931 0.2909 -0.4486
N -1.3436 -1.3521 1.0749 -0.5691
C -1.4490 1.3699 -0.4677 -0.4298
C 0.0078 -1.2055 1.0252 -0.2303
C 2.5771 0.3518 0.9231 0.5196
C -2.2666 -0.9691 0.2395 -0.2123
C 0.7955 -0.8985 -0.0645 -0.0803
C -2.2767 0.1338 -0.5936 0.0325
C -1.1021 0.3966 -1.5002 -0.9897
H -3.2852 0.2184 -1.1269 0.2263
H -1.0350 1.4880 0.5299 0.2562
H -3.0690 -1.7277 0.1541 0.3416
H 0.4690 -1.5546 1.9757 0.3351
H 0.1433 -0.2550 -1.1336 0.7822
H -1.8688 2.1685 -1.0271 0.3090
```